# 1
Entry from the OMol25 dataset: a structure of composition C27H34IN3OPt in a non-equilibrium geometry (ωB97M-V/def2-TZVPD).

Element x y z (Å)
Pt  -0.111  0.085  0.112
I  -0.300  -5.912  -0.089
O  0.536  -1.052  2.200
N  -1.209  -1.710  -0.329
N  1.632  0.384  -1.284
N  -0.470  2.013  -0.797
C  0.552  2.490  -1.429
C  -3.072  -2.776  -1.334
C  2.637  -0.562  -1.464
C  4.938  -1.210  -1.142
C  1.617  1.553  -1.828
C  3.920  -0.298  -0.931
C  -3.495  4.078  -1.134
C  0.749  3.937  -1.717
C  -1.987  2.871  0.869
C  -1.616  2.736  -0.486
C  -1.204  2.152  1.925
C  -2.495  -4.017  -1.114
C  -2.428  3.276  -1.506
C  1.062  -2.078  -2.771
C  -3.059  3.685  1.191
C  2.592  2.017  -2.853
C  1.790  -0.294  4.165
C  3.434  -2.666  -2.309
C  4.186  0.955  -0.157
C  -2.184  2.962  -2.946
C  -1.258  -4.079  -0.479
C  -2.396  -1.638  -0.930
C  2.388  -1.771  -2.145
C  1.825  -0.669  2.696
C  -3.783  4.330  0.196
C  4.706  -2.390  -1.832
C  -0.644  -2.890  -0.101
H  2.137  0.179  2.078
H  -4.588  4.999  0.457
H  5.924  -0.975  -0.771
H  1.124  -1.947  -3.851
H  -1.225  1.054  1.727
H  0.267  -1.429  -2.404
H  -1.726  1.981  -3.063
H  -0.165  2.494  1.959
H  2.058  2.340  -3.748
H  -1.536  3.707  -3.403
H  0.072  -1.521  2.906
H  3.145  2.881  -2.482
H  3.279  1.339  0.309
H  1.028  0.459  4.354
H  -3.339  3.828  2.224
H  -2.809  -0.650  -1.091
H  1.718  4.258  -1.335
H  5.511  -3.087  -2.001
H  2.521  -1.497  2.527
H  -0.026  4.541  -1.252
H  0.801  -3.118  -2.589
H  3.301  1.239  -3.125
H  4.926  0.769  0.616
H  2.751  0.112  4.464
H  0.318  -2.884  0.396
H  0.753  4.130  -2.789
H  -3.120  2.980  -3.499
H  -2.995  -4.921  -1.425
H  3.256  -3.588  -2.839
H  4.606  1.719  -0.812
H  -4.105  4.517  -1.907
H  -1.646  2.321  2.904
H  1.581  -1.165  4.783
H  -4.040  -2.693  -1.804

Results
<S²>: 2.008
total charge: +2
LUMO (spin up / spin down): -7.03 / -8.07 eV
spin multiplicity: 3
HOMO-LUMO gap (spin up / spin down): 7.0 / 6.2 eV
energy above the lowest of the compared OMol25 structures with the same formula, charge and spin: 52.6 kJ/mol


# 2
Entry from the OMol25 dataset: the ion C27H34N3S with charge +1 in a non-equilibrium geometry (ωB97M-V/def2-TZVPD).

Element x y z (Å)
S  -4.366  -1.858  2.490
N  -2.238  -0.578  3.486
N  -0.589  -0.648  1.817
N  -7.007  -2.221  5.134
C  0.607  -0.417  1.253
C  1.962  -0.096  -2.509
C  0.570  4.311  -0.450
C  1.754  0.180  -0.967
C  2.904  -1.078  -2.908
C  1.437  0.660  -3.569
C  0.172  2.134  -1.433
C  -2.747  -1.198  2.466
C  1.412  0.172  -4.885
C  0.980  -0.730  -0.208
C  1.745  -2.092  -0.272
C  2.084  -1.010  -5.199
C  1.768  3.827  0.101
C  0.116  5.705  -0.079
C  -4.521  -1.731  4.389
C  2.152  2.506  -0.125
C  0.030  -1.212  4.193
C  -0.215  3.473  -1.243
C  -0.790  -0.297  3.275
C  1.882  -1.714  -6.535
C  -2.259  -0.809  -0.039
C  2.899  -1.576  -4.221
C  -1.527  -2.928  1.156
C  1.326  1.634  -0.807
C  -0.401  1.152  3.456
C  -1.743  -1.416  1.268
C  -5.908  -2.004  4.811
H  -0.440  1.530  -2.096
H  1.358  -2.888  0.337
H  3.110  2.178  0.336
H  2.303  4.497  0.796
H  2.736  -1.842  0.148
H  -1.152  -3.348  2.101
H  -4.196  -0.720  4.649
H  0.896  1.617  -3.495
H  -2.209  0.292  0.017
H  -2.465  -3.470  0.919
H  3.405  -2.524  -4.491
H  1.639  -2.797  -6.462
H  2.808  0.182  -0.600
H  -3.306  -1.099  -0.244
H  0.058  -0.723  -0.843
H  -0.184  -2.272  3.992
H  -1.628  -1.192  -0.852
H  3.593  -1.581  -2.217
H  1.010  6.349  -0.069
H  1.379  -0.255  2.022
H  -0.171  -1.036  5.260
H  1.806  -2.452  -1.289
H  0.687  1.254  3.330
H  1.098  -1.045  4.022
H  2.841  -1.629  -7.066
H  1.114  -1.232  -7.163
H  -0.659  1.541  4.449
H  -0.900  1.797  2.719
H  0.770  0.622  -5.659
H  -1.192  3.840  -1.615
H  -0.809  -3.116  0.355
H  -3.828  -2.490  4.781
H  -0.377  5.790  0.919
H  -0.582  6.084  -0.841

Results
SMILES: Cc1ccc(C(c2ccc(C)cc2)[C@@H](C)/C=[N+]2/C(C)(C)N=C(SCC#N)C2(C)C)cc1
total charge: +1
LUMO: -4.26 eV
HOMO-LUMO gap: 7.0 eV
energy above the lowest of the compared OMol25 structures with the same formula, charge and spin: 189.5 kJ/mol